# 1
Below is an isolated molecule of C2 at a distorted geometry, with properties calculated with the ωB97M-V functional and the def2-TZVPD basis.

Results
- E_LUMO (eV) = -4.7
- orbital gap (eV) = 6.2
- largest force on an atom (Eh/bohr) = 0.155
- E_HOMO (eV) = -10.925
- charge = 0
- relative energy (zero: lowest compared OMol25 entry of this formula, charge and spin) (kcal per mole) = 20.2

```
2
Properties=species:S:1:pos:R:3:forces:R:3
C 0.1939 0.5653 0.3912 -2.163 -6.309 -4.365
C -0.1939 -0.5653 -0.3912 2.163 6.309 4.365
```
Positions in Å, forces in eV/Å.

=====

# 2
Below is an isolated molecule of C8H13OP at a distorted geometry, with properties calculated with the ωB97M-V functional and the def2-TZVPD basis.

Results
- E_LUMO (eV) = 0.6
- orbital gap (eV) = 8.6
- SMILES string = CCOP[C@H]1C=CC(C)=C1
- largest force on an atom (Eh/bohr) = 0.105
- E_HOMO (eV) = -8.039
- charge = 0
- relative energy (zero: lowest compared OMol25 entry of this formula, charge and spin) (kcal per mole) = 54.2

```
23
Properties=species:S:1:pos:R:3:forces:R:3
C -0.2192 0.8511 0.1443 1.697 0.365 1.127
C -1.2619 1.7149 0.7329 -1.450 2.346 0.576
C -1.0718 -0.2246 -0.4957 -0.083 -1.932 -0.037
C -2.5032 1.2626 0.4718 -1.029 -1.404 0.115
C -2.4320 -0.0511 -0.1682 2.262 0.452 -1.088
C -3.6100 -0.9471 -0.5066 -0.442 -0.859 2.080
C 2.8247 -1.5482 0.1816 1.618 1.304 4.986
C 3.4388 -0.0913 0.2556 -1.647 -1.655 0.342
O 2.5669 0.5577 -0.6469 -0.314 2.084 -0.640
P 1.5952 1.8641 -0.3493 -1.938 -1.196 -1.433
H 0.4904 0.4702 0.9719 -1.557 -0.237 -0.739
H -1.2742 2.7099 1.2219 1.147 -0.720 -0.276
H -0.5557 -1.1554 -0.9592 -1.250 1.695 0.759
H -3.5257 1.6305 0.7054 1.201 0.326 0.143
H -3.9430 -1.6694 0.3889 0.836 1.723 -1.725
H -3.2166 -1.5791 -1.2565 -0.030 -1.020 -0.958
H -4.5486 -0.4818 -0.8858 0.901 0.107 0.353
H 3.1801 -2.0071 1.1481 -0.050 -0.377 -1.076
H 1.7980 -1.4771 0.3660 -1.754 0.252 0.021
H 2.9726 -2.1818 -0.6335 0.859 -0.420 -1.515
H 4.3830 -0.2117 -0.1683 1.743 0.459 -1.072
H 3.6577 0.4242 1.2679 -1.202 -0.951 -1.311
H 1.2546 2.1407 -1.7865 0.482 -0.343 1.366
```
Positions in Å, forces in eV/Å.